# 1
Entry from OMol25: an isolated molecule of C2H6N2OS at a distorted geometry (wB97M-V/def2-TZVPD).

```
12
Properties=species:S:1:pos:R:3:forces:R:3:mulliken_charge:R:1
H -1.810196 -2.466928 0.037551 0.05 1.18 -0.20 0.25
N -2.021180 -1.445835 -0.013897 2.47 0.06 -0.58 -0.71
C -0.957638 -0.687027 -0.171541 -2.24 -1.04 1.08 0.40
N -1.265460 0.667266 0.059804 0.51 0.17 -0.55 -0.20
O -0.384518 1.597206 -0.586759 -0.81 -0.28 0.15 -0.43
S 0.704241 -1.243298 -0.488562 -0.62 -0.25 -0.19 -0.08
C 1.827908 -0.033573 0.200304 0.88 0.14 -0.11 -0.77
H -2.247633 0.796021 -0.235871 0.77 0.24 0.17 0.31
H -0.170469 2.225851 0.117426 -0.09 -0.20 -0.11 0.36
H 2.820802 -0.507798 0.252262 -0.43 -0.09 -0.15 0.32
H 1.929957 0.877560 -0.375778 -0.15 -0.07 -0.24 0.26
H 1.574185 0.220556 1.205060 -0.34 0.13 0.72 0.30
```
Forces are in eV/Å.

Values from the calculation:
Structure (SMILES): [H]/N=C(/NO)SC
Frontier orbital gap, eV: 9.62
DFT total energy, hartree: -662.66711
Energy relative to the best compared isomer or geometry (same formula, charge and spin), kcal per mole: 62.6
Largest force on an atom, eV/A: 2.7
Spin multiplicity: 1



# 2
Entry from OMol25: an isolated molecule of C2H6N2OS at a distorted geometry (wB97M-V/def2-TZVPD).

```
12
Properties=species:S:1:pos:R:3:forces:R:3:mulliken_charge:R:1
C -0.111578 1.174708 -0.329933 -1.82 3.07 -1.42 -0.98
C -0.344389 -1.013303 -1.116586 -1.93 -2.40 0.99 -0.73
N 0.026042 -0.674914 1.305487 -1.17 0.60 -2.30 -0.29
N -0.663276 -0.084635 -0.035323 1.33 -1.93 3.61 -0.01
O 1.195179 -0.613968 3.461470 0.62 -1.09 1.57 -0.42
S 0.778721 0.163244 2.351818 -1.25 1.00 -2.56 0.43
H -0.646966 1.567944 -1.277628 0.49 -0.47 1.54 0.32
H -0.267411 1.928486 0.464559 -0.22 -0.51 -0.26 0.34
H 0.902079 1.258202 -0.614862 1.69 -0.57 -0.10 0.43
H 0.679598 -1.299530 -1.042773 0.82 -0.46 -0.22 0.32
H -1.048845 -1.990081 -1.196838 1.62 2.42 0.57 0.22
H -0.499154 -0.416155 -1.969391 -0.18 0.33 -1.41 0.36
```
Forces are in eV/Å.

Values from the calculation:
Frontier orbital gap, eV: 9.39
DFT total energy, hartree: -662.61856
Energy relative to the best compared isomer or geometry (same formula, charge and spin), kcal per mole: 93.1
Largest force on an atom, eV/A: 4.3
Spin multiplicity: 1



# 3
Entry from OMol25: a cluster of 2 separate species, C2H6N2P in total at a distorted geometry (wB97M-V/def2-TZVPD).

```
11
Properties=species:S:1:pos:R:3:forces:R:3:mulliken_charge:R:1
C 0.716470 -0.952094 -0.076310 0.47 1.96 -0.96 0.08
C -0.212453 1.266440 -0.322105 0.99 0.74 -1.23 -0.45
N 0.967536 0.383125 -0.209812 0.61 -2.06 0.84 -0.17
N -0.535959 -1.218483 -0.146186 -2.09 0.58 -0.25 -0.17
P -1.698905 0.187555 0.012766 1.48 -1.63 2.89 0.09
H 1.342620 -1.854161 0.021065 0.70 1.25 -0.12 0.37
H -0.210735 1.998152 0.507218 0.21 -0.02 -0.70 0.33
H -0.090955 1.801508 -1.383895 -0.98 -1.07 2.31 0.38
H 1.905881 0.752897 -0.329283 -0.24 -0.20 0.22 0.23
H -0.830686 -2.163270 -0.080190 -0.41 -0.80 0.11 0.25
H -1.352815 -0.201670 2.006735 -0.75 1.24 -3.12 0.07
```
Forces are in eV/Å.

Values from the calculation:
Frontier orbital gap, eV: 9.04
DFT total energy, hartree: -530.33665
Energy relative to the best compared isomer or geometry (same formula, charge and spin), kcal per mole: 46.5
Largest force on an atom, eV/A: 3.6
Charge: +1
Spin multiplicity: 1



# 4
Entry from OMol25: a cluster of 2 separate species, C2H6N2S in total at a distorted geometry (wB97M-V/def2-TZVPD).

```
11
Properties=species:S:1:pos:R:3:forces:R:3:mulliken_charge:R:1
C 0.836207 -1.223122 0.436624 6.67 -1.46 -2.73 -0.60
C 0.189224 0.041153 -0.119669 1.83 -1.06 0.83 0.21
H 1.644896 -1.620840 -0.407392 -2.48 0.89 1.57 0.30
H 0.029068 -2.105645 0.469505 3.99 -0.16 -0.78 0.12
H 1.838436 -1.144581 1.305926 -4.20 -0.20 -1.75 0.30
H -1.527737 0.854537 0.244275 -1.59 1.83 -0.91 0.23
H -0.713631 -1.773386 0.829742 -4.52 3.96 4.38 0.33
H -1.140245 -0.514885 2.584151 -0.29 -0.82 -3.66 0.25
N -0.837622 0.297127 0.617213 -1.92 -1.92 3.46 0.03
N -1.432726 -0.710364 1.493378 1.80 -1.03 0.37 -0.79
S 0.600567 1.018079 -1.356380 0.72 -0.04 -0.80 -0.38
```
Forces are in eV/Å.

Values from the calculation:
Frontier orbital gap, eV: 8.60
DFT total energy, hartree: -587.27693
Energy relative to the best compared isomer or geometry (same formula, charge and spin), kcal per mole: 142.5
Largest force on an atom, eV/A: 7.4
Spin multiplicity: 1



# 5
Entry from OMol25: an isolated molecule of C2H6N2S at a distorted geometry (wB97M-V/def2-TZVPD).

```
11
Properties=species:S:1:pos:R:3:forces:R:3:mulliken_charge:R:1
N -1.943000 -0.703678 0.062328 2.20 0.85 0.35 -0.59
C -0.938053 0.407712 -0.118504 0.45 0.29 2.43 -0.41
C 0.462890 -0.063453 -0.203995 2.73 -1.35 -0.51 -0.05
N 1.538493 0.485161 0.255268 -1.40 -0.08 -0.03 -0.41
S 3.020564 -0.406216 -0.009967 -3.59 -3.51 -0.19 -0.10
H -1.741986 -1.022967 1.033173 -1.16 0.15 -1.09 0.26
H -2.887642 -0.373542 -0.116374 0.29 -0.09 0.61 0.22
H -0.784566 1.042941 0.804767 -1.18 0.10 -0.92 0.20
H -1.075261 1.013605 -0.990612 -0.69 0.36 -0.46 0.37
H 0.654042 -0.974001 -0.748773 -0.53 -0.72 -0.43 0.40
H 3.694519 0.594433 0.032685 2.88 4.01 0.25 0.13
```
Forces are in eV/Å.

Values from the calculation:
Structure (SMILES): NC/C=N/S
Frontier orbital gap, eV: 9.80
DFT total energy, hartree: -587.43137
Energy relative to the best compared isomer or geometry (same formula, charge and spin), kcal per mole: 45.6
Largest force on an atom, eV/A: 5.0
Spin multiplicity: 1



# 6
Entry from OMol25: an isolated molecule of C2H6N2Si at a distorted geometry (wB97M-V/def2-TZVPD).

```
11
Properties=species:S:1:pos:R:3:forces:R:3:mulliken_charge:R:1
N 1.401079 -1.002794 -0.302664 -1.61 -3.11 1.65 -0.64
Si 0.066533 -0.029183 0.275092 -0.17 1.59 -3.29 0.53
N -0.433659 -0.109567 1.883957 0.30 -0.16 0.32 -0.59
C -0.060472 1.387396 -0.918144 -0.82 -0.94 0.29 -0.72
C -1.125016 0.567664 -1.000383 -0.32 -0.63 0.54 -0.25
H 1.099030 -2.064635 -0.137078 1.41 2.81 -0.87 0.24
H 1.621542 -0.808898 -1.275737 -0.20 -0.35 0.21 0.28
H 0.104086 0.378535 2.582793 -0.01 -0.24 0.23 0.23
H -0.757438 -1.021087 2.183959 0.01 0.27 0.28 0.21
H 0.122255 2.144719 -1.656868 0.49 0.79 0.29 0.37
H -2.037940 0.557849 -1.634928 0.90 -0.02 0.34 0.33
```
Forces are in eV/Å.

Values from the calculation:
Structure (SMILES): N[Si]1(N)C=C1
Frontier orbital gap, eV: 9.25
DFT total energy, hartree: -478.77879
Energy relative to the best compared isomer or geometry (same formula, charge and spin), kcal per mole: 4.1
Largest force on an atom, eV/A: 3.9
Spin multiplicity: 1



# 7
Entry from OMol25: the ion C2H6N3 with charge +1 at a distorted geometry (wB97M-V/def2-TZVPD).

```
11
Properties=species:S:1:pos:R:3:forces:R:3:mulliken_charge:R:1
N -2.342417 -0.484738 0.162978 -2.72 0.10 -1.38 -0.36
C -1.058408 -0.270386 0.408905 1.66 -1.88 0.99 0.19
N -0.194308 0.254530 -0.382950 4.70 1.71 0.17 -0.54
C 1.371224 0.389705 0.153407 -6.49 -3.00 -1.81 0.18
N 2.083077 -0.691659 0.046603 -3.22 0.77 -1.06 -0.26
H -3.115521 -0.954924 0.688264 2.10 0.47 0.25 0.26
H -2.790437 -0.184459 -0.725354 1.18 0.12 0.72 0.27
H -0.531945 -0.775524 1.222559 -1.42 0.04 0.89 0.27
H 1.494605 1.384511 0.507864 1.26 0.52 0.15 0.40
H 3.053669 -0.703237 0.116397 2.10 -0.06 0.37 0.26
H 1.590745 -1.527009 -0.378485 0.84 1.21 0.72 0.33
```
Forces are in eV/Å.

Values from the calculation:
Structure (SMILES): N/C=N/C=[NH2+]
Frontier orbital gap, eV: 9.13
DFT total energy, hartree: -243.75230
Energy relative to the best compared isomer or geometry (same formula, charge and spin), kcal per mole: 51.9
Largest force on an atom, eV/A: 7.4
Charge: +1
Spin multiplicity: 1



# 8
Entry from OMol25: a structure of composition C2H6N3 at a distorted geometry (wB97M-V/def2-TZVPD).

```
11
Properties=species:S:1:pos:R:3:forces:R:3:mulliken_charge:R:1
C 0.634779 0.520386 0.716102 1.45 1.20 -3.18 0.60
C -1.110343 -0.458155 -1.516944 3.27 -1.16 4.30 -0.44
N 1.374570 0.678830 -0.448575 -0.80 -1.09 0.76 -0.34
N -0.174308 0.614633 -0.343371 -0.27 -1.51 -0.44 -0.30
N 0.767602 0.514533 1.993337 3.11 0.39 0.38 -0.31
H -1.081799 0.288897 -2.191583 -0.73 2.07 -2.49 0.30
H -0.486116 -1.349854 -1.761985 -0.51 0.83 0.40 0.29
H -1.920252 -0.606765 -0.842695 -0.95 -0.17 -0.28 0.31
H 1.679952 1.590390 -0.769326 -0.10 0.48 0.49 0.29
H 1.668248 0.646927 2.609752 -2.29 -0.34 -2.11 0.33
H -0.049348 0.218331 2.397351 -2.19 -0.70 2.17 0.27
```
Forces are in eV/Å.

Values from the calculation:
Frontier orbital gap, eV: 10.38
DFT total energy, hartree: -243.66296
Energy relative to the best compared isomer or geometry (same formula, charge and spin), kcal per mole: 107.9
Largest force on an atom, eV/A: 5.5
Charge: +1
Spin multiplicity: 1



# 9
Entry from OMol25: the ion C2H6N3 with charge +1 at a distorted geometry (wB97M-V/def2-TZVPD).

```
11
Properties=species:S:1:pos:R:3:forces:R:3:mulliken_charge:R:1
C 1.967054 0.160752 -0.052675 -2.20 0.08 -0.96 -0.21
N 0.925922 -0.370352 0.506109 2.13 -0.41 0.10 -0.33
C -0.373949 -0.266497 0.185940 0.70 3.62 -0.48 0.77
N -1.281525 -1.158854 -0.010386 2.00 -4.28 0.84 -0.29
N -0.820111 1.002338 0.144421 2.23 -2.01 0.57 -0.33
H 2.931384 0.224209 0.488450 -0.70 -0.34 -0.40 0.29
H 1.855672 0.626163 -1.116999 0.49 -0.77 1.82 0.28
H -1.139217 -2.169931 0.145205 0.17 1.01 -0.20 0.27
H -2.163720 -0.908856 -0.287914 -2.43 0.76 -0.63 0.19
H -0.172817 1.728488 0.081999 0.83 1.33 0.02 0.22
H -1.728688 1.132536 -0.084150 -3.23 1.01 -0.67 0.16
```
Forces are in eV/Å.

Values from the calculation:
Structure (SMILES): C=NC(N)=[NH2+]
Frontier orbital gap, eV: 10.83
DFT total energy, hartree: -243.80392
Energy relative to the best compared isomer or geometry (same formula, charge and spin), kcal per mole: 19.5
Largest force on an atom, eV/A: 4.8
Charge: +1
Spin multiplicity: 1



# 10
Entry from OMol25: the ion C2H6N3O with charge +1 at a distorted geometry (wB97M-V/def2-TZVPD).

```
12
Properties=species:S:1:pos:R:3:forces:R:3:mulliken_charge:R:1
H 3.257752 -1.434027 0.350110 -0.23 -2.58 1.17 0.29
N 3.146521 -0.498957 0.117518 -0.41 1.95 -1.20 -0.34
N 2.221099 0.175031 -0.085529 0.36 1.91 -0.12 0.33
N 0.649954 -0.301800 0.287740 1.37 -2.51 0.85 -0.17
C -0.358905 0.335825 -0.144899 -0.23 0.01 -1.28 0.84
C -1.735345 -0.059911 -0.043324 -2.85 -3.35 1.18 -1.25
O -0.214176 1.510352 -0.642546 1.35 1.20 -0.40 -0.40
H 0.498612 -1.223862 0.706496 -0.10 0.30 -0.30 0.27
H -2.036073 -1.198537 0.223479 1.16 2.70 -0.75 0.30
H -2.455659 0.305714 -0.818368 1.03 -0.22 0.46 0.35
H -1.897148 0.499341 0.864380 -1.20 0.19 0.75 0.43
H -1.076629 1.890835 -0.815054 -0.26 0.41 -0.36 0.35
```
Forces are in eV/Å.

Values from the calculation:
Structure (SMILES): [H]/N=N\[NH+]=C(\C)O
Frontier orbital gap, eV: 10.48
DFT total energy, hartree: -318.94650
Energy relative to the best compared isomer or geometry (same formula, charge and spin), kcal per mole: 97.8
Largest force on an atom, eV/A: 4.6
Charge: +1
Spin multiplicity: 1